Computed, not measured: a 2-piece molecular cluster, C3H3NOS overall at a distorted geometry, with ωB97M-V/def2-TZVPD.

Its HOMO energy (spin up / spin down) is -9.02 / -9.03 eV. The orbital gap (spin up / spin down) comes out at 0.207 / 0.207 hartree. As for the molecular weight: 101.130 g/mol.

The geometry in XYZ format:
```
9
Properties=species:S:1:pos:R:3:forces:R:3:mulliken_charge:R:1
C 0.527663 -0.790779 -0.003256 -1.8 3.1 0.2 0.8368
H 0.469349 1.022845 1.335764 -0.2 -0.6 -0.8 0.2216
N -0.097254 0.241813 -0.750853 5.8 -1.5 0.5 -0.3642
S -3.221206 1.287899 -1.158963 -0.2 0.1 0.0 -0.0191
O -0.149465 -1.761577 0.857036 -0.5 0.3 0.6 -0.1903
C 0.823865 0.600191 0.369336 1.1 0.6 -0.2 -0.4342
C 0.804910 -2.178282 0.100499 0.9 -2.1 -0.8 -0.3894
H -0.986510 0.537968 -0.832738 -3.8 0.7 0.3 0.1441
H 1.828651 1.039923 0.083171 -1.3 -0.5 0.1 0.1947
```
Positions in Å, forces in eV/Å.